No. 1
Here is the molecule C23H29FN6O4 at a distorted geometry from the Open Molecules 2025 dataset. Energies are from ωB97M-V with the def2-TZVPD basis set.

CARTESIAN COORDINATES (ANGSTROEM)
C (5.966, 1.826, -2.485)
C (5.054, 1.365, -1.350)
C (5.400, 2.105, -0.060)
C (5.174, -0.155, -1.186)
C (4.235, -0.741, -0.132)
N (2.850, -0.448, -0.425)
C (2.090, 0.341, 0.348)
O (2.458, 0.838, 1.392)
C (0.664, 0.478, -0.220)
C (-0.112, 1.633, 0.316)
C (-0.046, 2.356, 1.471)
C (-1.097, 3.303, 1.402)
C (-1.726, 3.080, 0.217)
O (-1.139, 2.075, -0.448)
N (-0.055, -0.782, 0.013)
C (-0.488, -1.072, 1.362)
C (0.520, -1.966, 2.104)
C (-0.191, -2.865, 3.109)
O (-1.028, -3.751, 2.387)
C (-0.065, -1.682, -0.986)
O (0.589, -1.544, -2.006)
C (-1.019, -2.875, -0.831)
N (-2.350, -2.402, -1.070)
N (-3.158, -2.914, -1.964)
N (-4.236, -2.217, -1.949)
C (-4.063, -1.251, -1.022)
C (-5.027, -0.221, -0.702)
C (-6.282, -0.229, -1.307)
C (-7.197, 0.763, -1.013)
C (-6.840, 1.755, -0.115)
F (-7.730, 2.726, 0.173)
C (-5.597, 1.785, 0.495)
C (-4.689, 0.789, 0.198)
N (-2.865, -1.364, -0.453)
H (5.719, 1.315, -3.413)
H (5.863, 2.896, -2.647)
H (7.006, 1.615, -2.245)
H (4.019, 1.605, -1.619)
H (6.383, 1.808, 0.298)
H (5.411, 3.178, -0.238)
H (4.666, 1.904, 0.715)
H (6.199, -0.408, -0.908)
H (4.961, -0.630, -2.147)
H (4.369, -1.828, -0.090)
H (4.446, -0.323, 0.853)
H (2.461, -0.822, -1.282)
H (0.725, 0.587, -1.310)
H (0.678, 2.238, 2.250)
H (-1.344, 4.043, 2.136)
H (-2.568, 3.550, -0.250)
H (-0.596, -0.121, 1.885)
H (-1.467, -1.550, 1.335)
H (1.264, -1.358, 2.618)
H (1.040, -2.604, 1.387)
H (0.550, -3.431, 3.689)
H (-0.787, -2.256, 3.802)
H (-1.488, -4.329, 3.003)
H (-0.795, -3.606, -1.609)
H (-0.952, -3.338, 0.157)
H (-6.521, -1.016, -2.003)
H (-8.175, 0.779, -1.467)
H (-5.358, 2.577, 1.186)
H (-3.710, 0.783, 0.651)

Properties
**E_tot**: -44169.421 eV
**SMILES string**: CC(C)CCNC(=O)[C@H](c1ccco1)N(CCCO)C(=O)Cn1nnc(-c2ccc(F)cc2)n1
**HOMO-LUMO gap**: 9.2696 eV
**Total charge**: 0



No. 2
Here is the ion C23H29N2O2 with charge +1 from the Open Molecules 2025 dataset. Energies are from ωB97M-V with the def2-TZVPD basis set.

CARTESIAN COORDINATES (ANGSTROEM)
C (1.744, -2.741, 6.485)
O (1.778, -2.791, 5.074)
C (0.632, -2.989, 4.395)
C (-0.635, -3.100, 4.967)
C (-1.745, -3.293, 4.164)
C (-1.628, -3.395, 2.785)
C (-2.848, -3.531, 1.912)
C (-3.369, -2.139, 1.540)
N (-2.285, -1.358, 0.892)
C (-2.098, -1.604, -0.582)
C (-0.956, -0.798, -1.080)
C (0.403, -1.198, -1.079)
C (1.134, -0.169, -1.607)
C (2.598, -0.053, -1.832)
N (0.269, 0.845, -1.914)
C (0.644, 2.076, -2.508)
C (0.570, 3.256, -1.785)
C (0.938, 4.459, -2.361)
C (1.389, 4.492, -3.679)
O (1.774, 5.602, -4.342)
C (1.741, 6.846, -3.678)
C (1.459, 3.296, -4.404)
C (1.091, 2.103, -3.826)
C (-1.004, 0.483, -1.597)
C (-2.166, 1.380, -1.839)
C (-0.357, -3.291, 2.217)
C (0.756, -3.090, 3.006)
H (1.356, -3.671, 6.908)
H (1.147, -1.896, 6.841)
H (2.778, -2.607, 6.797)
H (-0.766, -3.044, 6.035)
H (-2.717, -3.382, 4.625)
H (-3.637, -4.063, 2.441)
H (-2.611, -4.099, 1.011)
H (-4.220, -2.201, 0.860)
H (-3.679, -1.618, 2.448)
H (-1.401, -1.631, 1.373)
H (-2.422, -0.352, 1.017)
H (-1.909, -2.668, -0.721)
H (-3.028, -1.336, -1.084)
H (0.791, -2.142, -0.751)
H (2.959, 0.923, -1.509)
H (3.118, -0.827, -1.276)
H (2.842, -0.166, -2.887)
H (0.230, 3.237, -0.760)
H (0.873, 5.361, -1.775)
H (2.094, 7.574, -4.406)
H (2.404, 6.853, -2.808)
H (0.725, 7.108, -3.369)
H (1.806, 3.337, -5.423)
H (1.139, 1.186, -4.393)
H (-2.333, 2.058, -0.999)
H (-1.986, 1.991, -2.721)
H (-3.073, 0.802, -2.000)
H (-0.222, -3.435, 1.153)
H (1.741, -3.023, 2.573)

Properties
**E_tot**: -31390.920 eV
**SMILES string**: COc1ccc(CC[NH2+]Cc2cc(C)n(-c3ccc(OC)cc3)c2C)cc1
**HOMO-LUMO gap**: 8.4953 eV
**Total charge**: +1



No. 3
Here is the molecule C23H29N3O2 from the Open Molecules 2025 dataset. Energies are from ωB97M-V with the def2-TZVPD basis set.

CARTESIAN COORDINATES (ANGSTROEM)
C (7.442, 1.793, 0.169)
C (6.508, 0.631, 0.019)
C (7.014, -0.659, -0.126)
C (6.154, -1.729, -0.268)
C (4.780, -1.545, -0.269)
C (4.265, -0.264, -0.126)
O (2.938, 0.050, -0.109)
C (1.988, -0.986, -0.261)
C (0.602, -0.358, -0.234)
C (0.328, 0.315, 1.116)
N (-1.018, 0.814, 1.188)
C (-2.091, 0.299, 1.861)
C (-2.054, -0.896, 2.749)
C (-2.302, -2.176, 1.927)
N (-3.390, -1.981, 0.999)
C (-3.149, -1.752, -0.316)
O (-2.067, -1.977, -0.824)
C (-4.357, -1.280, -1.111)
C (-5.006, -2.504, -1.762)
C (-3.905, -0.271, -2.164)
N (-3.204, 0.941, 1.628)
C (-2.882, 1.945, 0.753)
C (-3.677, 2.926, 0.170)
C (-3.065, 3.819, -0.683)
C (-1.697, 3.755, -0.953)
C (-0.890, 2.789, -0.385)
C (-1.500, 1.879, 0.464)
C (5.138, 0.814, 0.018)
H (8.069, 1.890, -0.717)
H (8.100, 1.644, 1.025)
H (6.893, 2.720, 0.309)
H (8.082, -0.817, -0.127)
H (6.551, -2.727, -0.380)
H (4.133, -2.400, -0.384)
H (2.093, -1.716, 0.555)
H (2.139, -1.505, -1.217)
H (-0.149, -1.123, -0.433)
H (0.539, 0.388, -1.027)
H (1.024, 1.149, 1.254)
H (0.485, -0.402, 1.925)
H (-2.858, -0.778, 3.477)
H (-1.107, -0.974, 3.283)
H (-1.424, -2.428, 1.327)
H (-2.530, -3.011, 2.596)
H (-4.241, -1.614, 1.396)
H (-5.073, -0.803, -0.434)
H (-4.290, -2.997, -2.415)
H (-5.334, -3.215, -1.006)
H (-5.868, -2.203, -2.354)
H (-4.736, 0.003, -2.809)
H (-3.113, -0.705, -2.769)
H (-3.522, 0.629, -1.687)
H (-4.732, 2.976, 0.387)
H (-3.654, 4.592, -1.155)
H (-1.260, 4.481, -1.623)
H (0.168, 2.752, -0.595)
H (4.713, 1.800, 0.127)

Properties
**E_tot**: -32888.701 eV
**SMILES string**: Cc1cccc(OCCCn2c(CCNC(=O)C(C)C)nc3ccccc32)c1
**HOMO-LUMO gap**: 9.1306 eV
**Total charge**: 0



No. 4
Here is the molecule C23H29N3O2 from the Open Molecules 2025 dataset. Energies are from ωB97M-V with the def2-TZVPD basis set.

CARTESIAN COORDINATES (ANGSTROEM)
C (4.089, 1.472, 3.207)
N (2.901, 0.853, 2.697)
C (2.808, -0.095, 1.745)
C (1.468, -0.375, 1.570)
C (0.909, -1.409, 0.650)
N (1.291, -1.162, -0.731)
C (1.039, -2.337, -1.537)
C (1.169, -2.181, -3.056)
C (2.354, -1.317, -3.501)
C (2.097, 0.192, -3.470)
C (0.794, 0.536, -4.185)
C (-0.351, -0.208, -3.504)
C (-0.133, -1.703, -3.700)
C (-0.450, 0.181, -2.027)
C (0.874, 0.133, -1.245)
C (2.026, 0.744, -2.052)
C (0.812, 0.479, 2.491)
C (-0.609, 0.620, 2.790)
C (-1.012, 0.813, 4.112)
C (-2.345, 0.966, 4.426)
C (-3.313, 0.921, 3.430)
C (-2.922, 0.709, 2.107)
C (-1.577, 0.577, 1.795)
O (-3.835, 0.625, 1.080)
C (-5.157, 0.437, 1.529)
C (-5.463, 1.389, 2.685)
O (-4.629, 1.103, 3.784)
N (1.708, 1.199, 3.161)
H (3.786, 2.201, 3.956)
H (4.633, 1.978, 2.407)
H (4.744, 0.729, 3.667)
H (3.670, -0.501, 1.258)
H (-0.184, -1.483, 0.784)
H (1.336, -2.381, 0.926)
H (0.037, -2.759, -1.329)
H (1.770, -3.088, -1.207)
H (1.353, -3.198, -3.427)
H (3.217, -1.548, -2.874)
H (2.603, -1.594, -4.529)
H (2.932, 0.682, -3.987)
H (0.624, 1.615, -4.143)
H (0.848, 0.245, -5.237)
H (-1.298, 0.066, -3.987)
H (-0.974, -2.266, -3.287)
H (-0.095, -1.913, -4.773)
H (-1.186, -0.459, -1.534)
H (-0.824, 1.208, -1.973)
H (0.747, 0.767, -0.358)
H (2.956, 0.541, -1.519)
H (1.892, 1.827, -2.101)
H (-0.260, 0.852, 4.884)
H (-2.668, 1.127, 5.443)
H (-1.314, 0.464, 0.756)
H (-5.806, 0.629, 0.674)
H (-5.294, -0.599, 1.872)
H (-6.490, 1.272, 3.034)
H (-5.302, 2.423, 2.351)

Properties
**E_tot**: -32886.882 eV
**SMILES string**: Cn1cc(CN2C[C@@H]3C[C@H]4C[C@@H](C3)C[C@@H]2C4)c(-c2ccc3c(c2)OCCO3)n1
**HOMO-LUMO gap**: 8.5942 eV
**Total charge**: 0



No. 5
Here is the molecule C23H29N3O3 from the Open Molecules 2025 dataset. Energies are from ωB97M-V with the def2-TZVPD basis set.

CARTESIAN COORDINATES (ANGSTROEM)
C (0.058, -1.966, 0.665)
N (-1.176, -1.413, 0.137)
C (-1.314, -1.653, -1.295)
C (-0.500, -0.658, -2.127)
C (-1.009, 0.773, -1.960)
N (-0.853, 1.229, -0.598)
C (-0.289, 2.398, -0.264)
O (0.185, 3.176, -1.076)
C (-0.288, 2.692, 1.231)
C (1.145, 2.719, 1.782)
C (1.745, 1.334, 1.616)
O (1.337, 0.429, 2.321)
N (2.709, 1.142, 0.671)
C (3.103, 2.089, -0.355)
C (2.885, 1.446, -1.722)
O (3.653, 0.276, -1.882)
C (3.797, -0.493, -0.764)
C (4.455, -1.708, -0.934)
C (4.672, -2.546, 0.139)
C (4.244, -2.169, 1.401)
C (3.598, -0.962, 1.583)
C (3.346, -0.115, 0.508)
C (-2.329, -1.900, 0.892)
C (-3.552, -1.078, 0.588)
C (-3.645, 0.224, 1.063)
C (-4.737, 1.013, 0.754)
C (-5.759, 0.505, -0.031)
C (-5.685, -0.796, -0.497)
C (-4.586, -1.582, -0.190)
H (0.897, -1.659, 0.045)
H (0.042, -3.065, 0.699)
H (0.230, -1.578, 1.668)
H (-1.012, -2.682, -1.555)
H (-2.367, -1.533, -1.560)
H (-0.579, -0.939, -3.179)
H (0.553, -0.712, -1.847)
H (-2.074, 0.810, -2.226)
H (-0.468, 1.466, -2.611)
H (-1.095, 0.515, 0.089)
H (-0.748, 3.671, 1.381)
H (-0.861, 1.938, 1.769)
H (1.099, 2.909, 2.857)
H (1.719, 3.516, 1.317)
H (2.505, 2.995, -0.325)
H (4.163, 2.336, -0.226)
H (3.190, 2.126, -2.521)
H (1.820, 1.218, -1.841)
H (4.786, -1.964, -1.928)
H (5.179, -3.487, -0.009)
H (4.421, -2.810, 2.251)
H (3.275, -0.671, 2.568)
H (-2.524, -2.966, 0.686)
H (-2.082, -1.800, 1.953)
H (-2.857, 0.616, 1.689)
H (-4.794, 2.024, 1.128)
H (-6.614, 1.119, -0.273)
H (-6.482, -1.201, -1.102)
H (-4.535, -2.598, -0.556)

Properties
**E_tot**: -34935.649 eV
**SMILES string**: CN(CCCNC(=O)CCC(=O)N1CCOc2ccccc21)Cc1ccccc1
**HOMO-LUMO gap**: 9.1454 eV
**Total charge**: 0



No. 6
Here is the molecule C23H29N3O3 from the Open Molecules 2025 dataset. Energies are from ωB97M-V with the def2-TZVPD basis set.

CARTESIAN COORDINATES (ANGSTROEM)
C (-6.385, 2.293, -5.239)
C (-5.211, 2.507, -4.291)
C (-4.408, 1.224, -4.133)
O (-4.679, 0.208, -4.744)
N (-3.377, 1.258, -3.249)
C (-2.852, 2.409, -2.552)
C (-1.424, 2.685, -3.058)
N (-0.563, 1.537, -2.892)
C (0.148, 1.349, -1.712)
C (-0.005, 2.168, -0.589)
C (0.767, 1.998, 0.543)
C (1.723, 0.992, 0.598)
N (2.533, 0.767, 1.716)
C (2.494, 1.355, 2.932)
O (1.745, 2.242, 3.282)
C (3.563, 0.793, 3.883)
O (4.026, -0.491, 3.545)
C (3.186, -1.563, 3.758)
C (1.855, -1.454, 4.126)
C (1.090, -2.596, 4.306)
C (1.633, -3.856, 4.119)
C (0.818, -5.098, 4.311)
C (2.970, -3.948, 3.743)
C (3.757, -2.827, 3.558)
C (5.195, -2.930, 3.151)
C (1.893, 0.172, -0.515)
C (1.128, 0.351, -1.646)
C (-1.113, 0.393, -3.592)
C (-2.533, 0.089, -3.093)
H (-6.949, 3.215, -5.358)
H (-7.043, 1.521, -4.850)
H (-6.026, 1.967, -6.211)
H (-5.578, 2.821, -3.311)
H (-4.558, 3.289, -4.685)
H (-3.480, 3.283, -2.705)
H (-2.822, 2.179, -1.480)
H (-0.993, 3.552, -2.559)
H (-1.473, 2.900, -4.132)
H (-0.741, 2.956, -0.576)
H (0.623, 2.641, 1.395)
H (3.221, 0.031, 1.607)
H (4.441, 1.444, 3.821)
H (3.178, 0.834, 4.909)
H (1.395, -0.488, 4.270)
H (0.055, -2.492, 4.594)
H (-0.198, -4.854, 4.610)
H (0.779, -5.675, 3.388)
H (1.263, -5.730, 5.079)
H (3.408, -4.924, 3.593)
H (5.523, -3.966, 3.151)
H (5.338, -2.517, 2.153)
H (5.819, -2.355, 3.832)
H (2.641, -0.608, -0.496)
H (1.312, -0.283, -2.499)
H (-0.487, -0.484, -3.447)
H (-1.148, 0.627, -4.661)
H (-2.981, -0.723, -3.668)
H (-2.496, -0.187, -2.032)

Properties
**E_tot**: -34935.557 eV
**SMILES string**: CCC(=O)N1CCN(c2ccc(NC(=O)COc3ccc(C)cc3C)cc2)CC1
**HOMO-LUMO gap**: 8.1019 eV
**Total charge**: 0



No. 7
Here is the molecule C23H29N3O3S at a distorted geometry from the Open Molecules 2025 dataset. Energies are from ωB97M-V with the def2-TZVPD basis set.

CARTESIAN COORDINATES (ANGSTROEM)
O (0.515, 2.551, 3.182)
C (1.287, 1.644, 2.945)
N (1.204, 0.451, 3.573)
C (0.105, 0.090, 4.436)
C (-0.711, -1.069, 3.855)
C (-1.365, -0.800, 2.518)
C (-1.840, 0.383, 2.154)
C (-2.520, 0.648, 0.845)
C (-2.230, -0.451, -0.171)
C (-2.462, -1.807, 0.484)
C (-1.467, -2.009, 1.624)
C (2.451, 1.802, 1.958)
C (2.865, 0.517, 1.235)
C (1.696, 0.003, 0.393)
N (1.265, 1.001, -0.558)
S (2.076, 1.037, -2.013)
O (3.123, 0.058, -2.036)
O (2.418, 2.391, -2.356)
C (0.769, 0.537, -3.144)
C (0.363, 1.409, -4.112)
C (-0.653, 1.054, -5.014)
C (-1.241, -0.178, -4.934)
C (-0.841, -1.100, -3.946)
C (-1.405, -2.387, -3.818)
C (-0.954, -3.221, -2.833)
C (0.052, -2.753, -1.968)
N (0.591, -1.570, -2.048)
C (0.182, -0.737, -3.022)
C (0.929, 2.280, 0.029)
C (2.056, 2.838, 0.898)
H (1.847, -0.286, 3.335)
H (0.497, -0.205, 5.417)
H (-0.505, 0.985, 4.562)
H (-0.054, -1.938, 3.752)
H (-1.485, -1.336, 4.581)
H (-1.765, 1.237, 2.811)
H (-3.599, 0.714, 1.022)
H (-2.202, 1.618, 0.455)
H (-1.192, -0.376, -0.502)
H (-2.873, -0.335, -1.047)
H (-3.480, -1.844, 0.879)
H (-2.354, -2.610, -0.248)
H (-0.478, -2.225, 1.205)
H (-1.761, -2.876, 2.223)
H (3.298, 2.188, 2.540)
H (3.217, -0.257, 1.920)
H (3.690, 0.747, 0.557)
H (1.983, -0.873, -0.188)
H (0.838, -0.238, 1.028)
H (0.845, 2.372, -4.168)
H (-0.959, 1.759, -5.772)
H (-2.018, -0.467, -5.628)
H (-2.184, -2.693, -4.503)
H (-1.355, -4.215, -2.708)
H (0.423, -3.386, -1.172)
H (0.712, 2.963, -0.792)
H (0.031, 2.146, 0.637)
H (2.913, 3.070, 0.264)
H (1.711, 3.750, 1.385)

Properties
**E_tot**: -45770.499 eV
**SMILES string**: O=C(NCCC1=CCCCC1)C1CCN(S(=O)(=O)c2cccc3cccnc23)CC1
**HOMO-LUMO gap**: 8.6191 eV
**Total charge**: 0



No. 8
Here is the molecule C23H29N3O5S from the Open Molecules 2025 dataset. Energies are from ωB97M-V with the def2-TZVPD basis set.

CARTESIAN COORDINATES (ANGSTROEM)
C (-3.374, -2.282, 6.487)
C (-3.846, -1.687, 5.174)
O (-2.696, -1.377, 4.387)
C (-2.958, -0.817, 3.185)
O (-4.072, -0.561, 2.794)
N (-1.831, -0.613, 2.458)
C (-1.908, 0.119, 1.213)
C (-1.259, 1.501, 1.382)
N (0.078, 1.359, 1.910)
C (1.242, 1.750, 1.343)
O (2.302, 1.694, 1.944)
C (1.225, 2.198, -0.082)
C (2.011, 3.275, -0.486)
C (2.174, 3.559, -1.827)
C (1.606, 2.760, -2.822)
C (1.887, 3.035, -4.262)
C (0.820, 1.697, -2.402)
S (0.059, 0.465, -3.453)
O (-1.120, 0.001, -2.768)
O (-0.103, 0.872, -4.817)
N (1.245, -0.741, -3.461)
C (1.520, -1.295, -2.183)
C (2.527, -0.687, -1.443)
C (2.785, -1.108, -0.153)
C (2.035, -2.135, 0.389)
C (1.043, -2.773, -0.347)
C (0.257, -3.882, 0.294)
C (0.781, -2.359, -1.657)
C (-0.276, -3.003, -2.507)
C (0.626, 1.421, -1.062)
C (0.110, 0.663, 3.180)
C (-0.491, -0.734, 2.987)
H (-2.795, -3.183, 6.303)
H (-4.234, -2.531, 7.103)
H (-2.750, -1.569, 7.019)
H (-4.476, -2.392, 4.620)
H (-4.425, -0.771, 5.335)
H (-2.960, 0.223, 0.944)
H (-1.393, -0.453, 0.435)
H (-1.247, 2.039, 0.436)
H (-1.852, 2.076, 2.106)
H (2.502, 3.875, 0.265)
H (2.782, 4.402, -2.123)
H (1.127, 2.592, -4.896)
H (1.944, 4.106, -4.442)
H (2.849, 2.598, -4.533)
H (0.985, -1.428, -4.158)
H (3.097, 0.112, -1.891)
H (3.552, -0.626, 0.432)
H (2.232, -2.458, 1.401)
H (0.598, -4.045, 1.314)
H (-0.804, -3.639, 0.322)
H (0.380, -4.813, -0.256)
H (-1.040, -2.268, -2.758)
H (-0.748, -3.837, -2.002)
H (0.160, -3.372, -3.437)
H (0.021, 0.566, -0.814)
H (1.149, 0.603, 3.506)
H (-0.474, 1.220, 3.922)
H (-0.522, -1.275, 3.930)
H (0.116, -1.287, 2.263)

Properties
**E_tot**: -49865.981 eV
**SMILES string**: CCOC(=O)N1CCN(C(=O)c2ccc(C)c(S(=O)(=O)Nc3cccc(C)c3C)c2)CC1
**HOMO-LUMO gap**: 9.3426 eV
**Total charge**: 0